Entry 1:
Computed, not measured: an isolated molecule of C24H18N2O4 at a distorted geometry, with ωB97M-V/def2-TZVPD.

Structure (ORCA input):
```
! wB97M-V def2-TZVPD RIJCOSX def2/J DEFGRID3
* xyz 0 1
C -2.00 4.80 3.39
O -2.61 3.58 3.07
C -1.98 2.76 2.21
C -2.70 1.61 1.80
C -2.11 0.74 0.89
C -0.80 0.95 0.44
C -0.13 -0.16 -0.34
C 0.05 -1.54 0.58
C 0.34 -2.90 -0.06
O -0.13 -3.20 -1.16
N 1.12 -3.82 0.63
C 1.71 -3.70 1.90
O 2.34 -4.57 2.45
N 1.44 -2.45 2.47
C 0.53 -1.48 2.01
O 0.18 -0.59 2.77
C 1.29 0.02 -0.78
C 2.37 0.36 -0.01
C 3.65 0.29 -0.61
C 3.79 -0.14 -1.92
C 2.69 -0.57 -2.69
C 1.45 -0.56 -2.06
C 0.12 -0.86 -2.61
C -0.19 -1.21 -3.92
C -1.56 -1.25 -4.24
C -2.55 -0.91 -3.32
C -2.19 -0.45 -2.03
C -0.85 -0.44 -1.68
C -0.10 2.10 0.86
C -0.64 2.96 1.80
H -2.71 5.33 4.01
H -1.08 4.63 3.95
H -1.78 5.38 2.50
H -3.73 1.47 2.16
H -2.67 -0.16 0.62
H -1.07 -1.45 0.61
H 1.34 -4.68 0.13
H 1.84 -2.28 3.38
H 2.26 0.68 1.03
H 4.51 0.67 -0.04
H 4.77 -0.19 -2.38
H 2.74 -0.89 -3.73
H 0.61 -1.42 -4.63
H -1.86 -1.59 -5.21
H -3.62 -0.89 -3.58
H -2.94 -0.10 -1.32
H 0.92 2.30 0.48
H -0.05 3.82 2.16
*
```

The LUMO energy is 0.062 eV. The HOMO-LUMO gap comes out at 0.3047 Eh. Its total energy is -1335.86372 Eh. Its largest force on an atom is 3.2 eV/Å. The molar mass is 398.4 Da. Its SMILES is COc1ccc(C2(C3C(=O)NC(=O)NC3=O)c3ccccc3-c3ccccc32)cc1.

Löwdin population analysis, charges in e, atoms 1 to 2:
1 C -0.090
2 O -0.082

---

Entry 2:
Computed, not measured: a structure of composition C24H19AsAuO5 at a distorted geometry, with ωB97M-V/def2-TZVPD.

Structure (ORCA input):
```
! wB97M-V def2-TZVPD RIJCOSX def2/J DEFGRID3
* xyz 3 3
Au 0.06 0.09 -0.13
O -0.39 -2.33 -1.99
C -0.23 -1.45 -1.28
C 0.15 1.34 1.40
O 0.21 2.08 2.28
C -1.74 0.71 -0.49
O -2.79 1.10 -0.75
C 1.77 -0.67 0.44
O 2.80 -1.09 0.74
C 2.15 2.76 -3.78
H 2.99 2.07 -4.06
H 1.31 2.73 -4.51
C 2.28 3.68 -2.89
H 1.55 4.52 -2.78
H 3.23 3.86 -2.34
O -0.77 -0.97 1.53
As -1.66 -2.39 1.94
C -0.66 -3.98 1.50
C -1.20 -5.17 2.02
C -0.55 -6.39 1.82
C 0.64 -6.43 1.11
C 1.18 -5.26 0.59
C 0.53 -4.04 0.79
C -1.44 -2.00 3.81
C -1.93 -0.82 4.38
C -1.78 -0.57 5.74
C -1.11 -1.49 6.55
C -0.61 -2.66 5.99
C -0.76 -2.91 4.63
C -3.48 -2.08 1.38
C -4.10 -0.85 1.52
C -5.46 -0.71 1.22
C -6.19 -1.81 0.78
C -5.57 -3.04 0.64
C -4.21 -3.19 0.93
H -2.14 -5.14 2.60
H -0.98 -7.31 2.24
H 1.15 -7.39 0.95
H 2.12 -5.29 0.03
H 0.98 -3.13 0.39
H -2.45 -0.07 3.77
H -2.18 0.35 6.18
H -0.99 -1.29 7.62
H -0.07 -3.38 6.62
H -0.34 -3.83 4.21
H -3.55 0.03 1.87
H -5.95 0.27 1.33
H -7.26 -1.70 0.55
H -6.14 -3.91 0.29
H -3.73 -4.16 0.83
*
```

The LUMO energy (alpha / beta) is -11.193 / -13.583 eV. The HOMO-LUMO gap (alpha / beta) comes out at 0.1849 / 0.0970 Eh. Its total energy is -3672.22737 Eh. Its largest force on an atom is 9.1 eV/Å. The molar mass is 659.3 Da. Its expectation value of S² is 2.022.

Löwdin population analysis, charges in e, atoms 1 to 2:
1 Au 1.022
2 O 0.266

---

Entry 3:
Computed, not measured: a structure of composition C24H19AsO5Pt at a distorted geometry, with ωB97M-V/def2-TZVPD.

Structure (ORCA input):
```
! wB97M-V def2-TZVPD RIJCOSX def2/J DEFGRID3
* xyz 2 3
Pt 2.33 -1.40 0.28
O 0.30 -3.22 1.71
C 1.16 -2.63 1.20
C 3.36 0.03 -0.72
O 3.55 1.01 -1.28
C 2.01 -2.29 -1.45
O 1.57 -2.62 -2.48
C 2.65 -0.41 1.95
O 2.62 0.32 2.85
C 6.09 -4.30 1.19
H 5.94 -4.25 2.28
H 5.62 -5.14 0.66
C 6.83 -3.38 0.54
H 6.98 -3.43 -0.54
H 7.30 -2.54 1.08
O 0.60 0.31 -0.37
As -1.04 0.62 -0.13
C -0.89 2.20 0.98
C 0.34 2.84 1.14
C 0.42 4.01 1.90
C -0.72 4.52 2.52
C -1.94 3.85 2.39
C -2.04 2.68 1.63
C -1.40 1.12 -1.97
C -1.65 2.47 -2.24
C -1.75 2.89 -3.57
C -1.55 1.98 -4.61
C -1.23 0.65 -4.32
C -1.11 0.22 -3.00
C -2.06 -0.92 0.50
C -2.67 -0.86 1.76
C -3.54 -1.88 2.16
C -3.77 -2.98 1.33
C -3.11 -3.07 0.10
C -2.25 -2.04 -0.32
H 1.23 2.40 0.66
H 1.38 4.52 1.99
H -0.66 5.45 3.10
H -2.84 4.24 2.88
H -2.98 2.14 1.54
H -1.72 3.17 -1.40
H -1.97 3.94 -3.77
H -1.66 2.30 -5.65
H -1.05 -0.06 -5.13
H -0.75 -0.78 -2.75
H -2.45 -0.02 2.42
H -4.04 -1.82 3.13
H -4.46 -3.79 1.64
H -3.27 -3.94 -0.55
H -1.70 -2.13 -1.26
*
```

The LUMO energy (alpha / beta) is -7.671 / -10.299 eV. The HOMO-LUMO gap (alpha / beta) comes out at 0.1989 / 0.1389 Eh. Its total energy is -3656.47552 Eh. Its largest force on an atom is 5.0 eV/Å. The molar mass is 657.4 Da. Its expectation value of S² is 2.022.

Löwdin population analysis, charges in e, atoms 1 to 2:
1 Pt 1.115
2 O 0.193

---

Entry 4:
Computed, not measured: a structure of composition C24H19BIrN11O2 at a distorted geometry, with ωB97M-V/def2-TZVPD.

Structure (ORCA input):
```
! wB97M-V def2-TZVPD RIJCOSX def2/J DEFGRID3
* xyz 3 2
Ir 0.00 0.63 0.55
C 3.92 -0.27 -0.68
C 2.87 0.62 -0.48
N 1.88 -0.02 0.14
N 2.26 -1.29 0.37
C 3.50 -1.46 -0.14
B 1.28 -2.17 1.17
N 0.88 -1.41 2.47
C 0.87 -1.80 3.76
C 0.42 -0.77 4.55
C 0.14 0.26 3.65
N 0.42 -0.13 2.41
N 0.00 -2.33 0.32
C -0.68 -3.35 -0.24
C -1.86 -2.86 -0.77
C -1.84 -1.50 -0.50
N -0.72 -1.19 0.16
N 1.99 -3.50 1.57
C 3.05 -3.61 2.31
C 3.36 -5.02 2.44
C 2.33 -5.66 1.68
N 1.55 -4.78 1.13
H 4.87 -0.06 -1.16
H 2.79 1.66 -0.75
H 4.02 -2.41 -0.09
H 1.17 -2.79 4.06
H 0.30 -0.76 5.62
H -0.23 1.25 3.86
H -0.31 -4.35 -0.22
H -2.63 -3.41 -1.27
H -2.58 -0.74 -0.73
H 3.58 -2.76 2.72
H 4.21 -5.47 2.92
H 2.19 -6.71 1.50
O -3.77 5.36 -4.10
N -3.64 5.20 -2.92
O -4.16 5.87 -2.05
C -2.76 4.08 -2.48
C -2.18 3.38 -3.47
C -1.29 2.29 -3.18
C -0.68 1.49 -4.17
C 0.14 0.46 -3.78
C 0.36 0.23 -2.42
N -0.19 0.98 -1.48
C -1.03 1.99 -1.85
C -1.66 2.71 -0.82
N -1.36 2.29 0.44
C -1.93 2.91 1.48
C -2.82 3.96 1.31
C -3.13 4.39 0.04
C -2.54 3.76 -1.08
H -2.38 3.65 -4.50
H -0.87 1.69 -5.22
H 0.62 -0.18 -4.51
H 1.01 -0.57 -2.10
H -1.66 2.56 2.47
H -3.27 4.42 2.18
H -3.82 5.21 -0.10
*
```

The LUMO energy (alpha / beta) is -10.345 / -12.553 eV. The HOMO-LUMO gap (alpha / beta) comes out at 0.2677 / 0.1865 Eh. Its total energy is -1806.98207 Eh. Its largest force on an atom is 2.7 eV/Å. The molar mass is 696.5 Da. Its expectation value of S² is 0.761.

Löwdin population analysis, charges in e, atoms 1 to 2:
1 Ir 1.511
2 C 0.014

---

Entry 5:
Computed, not measured: a cluster of 3 separate species, C24H19BrF2NOPS in total at a distorted geometry, with ωB97M-V/def2-TZVPD.

Structure (ORCA input):
```
! wB97M-V def2-TZVPD RIJCOSX def2/J DEFGRID3
* xyz 0 1
O -0.32 3.17 -2.20
P -1.77 3.50 -2.21
C -2.87 2.08 -2.00
C -4.10 2.11 -2.65
C -5.00 1.09 -2.60
C -4.69 -0.04 -1.83
Br -5.90 -1.51 -1.72
C -3.49 -0.09 -1.17
C -2.56 0.96 -1.23
N -1.34 0.86 -0.55
C -0.62 -0.34 -0.81
C 0.70 -0.25 -1.21
C 1.36 -1.44 -1.47
C 0.74 -2.66 -1.31
C -0.58 -2.75 -0.92
C -1.24 -1.56 -0.68
S -2.97 -1.50 -0.20
H -2.09 4.03 -3.48
H -2.08 4.54 -1.30
H -4.33 2.98 -3.27
H -5.94 1.13 -3.15
H -0.76 1.69 -0.66
H 1.17 0.73 -1.30
H 2.39 -1.39 -1.81
H 1.29 -3.57 -1.53
H -1.08 -3.71 -0.80
F -0.80 5.87 0.20
C 0.27 5.46 0.92
C 1.12 4.51 0.40
C 2.22 4.10 1.15
C 2.44 4.64 2.41
C 1.56 5.60 2.92
C 0.47 6.01 2.17
H 0.93 4.10 -0.58
H 2.90 3.36 0.75
H 3.29 4.32 3.00
H 1.73 6.01 3.91
H -0.21 6.76 2.55
F 0.32 -5.08 0.43
C 1.42 -5.41 1.14
C 2.30 -6.34 0.63
C 3.43 -6.67 1.37
C 3.66 -6.08 2.60
C 2.76 -5.15 3.10
C 1.63 -4.81 2.37
H 2.10 -6.80 -0.33
H 4.14 -7.39 0.97
H 4.54 -6.34 3.17
H 2.93 -4.69 4.07
H 0.92 -4.08 2.74
*
```

The LUMO energy is 0.417 eV. The HOMO-LUMO gap comes out at 0.3108 Eh. Its total energy is -4569.25954 Eh. Its largest force on an atom is 1.7 eV/Å. The molar mass is 518.4 Da. Its SMILES is O=[PH2]c1ccc(Br)c2c1Nc1ccccc1S2.Fc1ccccc1.Fc1ccccc1.

Löwdin population analysis, charges in e, atoms 1 to 2:
1 O -0.455
2 P 0.763